1.
{
  "formula": "BrHO2",
  "method": "ωB97M-V/def2-TZVPD",
  "e_above_lowest_kj_mol": 174.59,
  "fmax_ev_per_a": 2.49,
  "homo_lumo_gap_ev": [6.54, 6.54],
  "homo_energy_ha": [-0.3860, -0.3866],
  "species": ["Br", "O", "O", "H"],
  "positions_angstrom": [[1.00323, -1.64187, 0.14566], [-0.39035, 0.23033, 0.29176], [-1.15834, 0.94367, -0.52520], [0.54545, 0.46787, 0.08778]]
}

2.
{
  "formula": "C19H35IN2O8P",
  "method": "ωB97M-V/def2-TZVPD",
  "fmax_ev_per_a": 9.79,
  "homo_lumo_gap_ev": [8.53, 8.76],
  "homo_energy_ha": [-0.3417, -0.3501],
  "s_squared": 0.75,
  "multiplicity": 2,
  "species": ["I", "P", "O", "O", "O", "O", "O", "O", "O", "O", "N", "N", "C", "C", "C", "C", "C", "C", "C", "C", "C", "C", "C", "C", "C", "C", "C", "C", "C", "C", "C", "H", "H", "H", "H", "H", "H", "H", "H", "H", "H", "H", "H", "H", "H", "H", "H", "H", "H", "H", "H", "H", "H", "H", "H", "H", "H", "H", "H", "H", "H", "H", "H", "H", "H", "H"],
  "positions_angstrom": [[-1.38549, -1.34216, -4.12058], [-6.38792, 0.54525, -4.28059], [2.95414, -2.67555, -3.64107], [-7.76669, 1.26224, -3.44774], [2.47952, 0.43642, 2.05982], [-2.13985, -0.04484, -1.38360], [-3.48398, 1.44109, 0.16398], [-6.45545, -1.20987, -4.08018], [-6.61179, 0.80553, -5.85600], [-4.42595, -0.06114, -1.65384], [2.30988, -0.40052, -4.27230], [1.65684, 0.12701, 3.15708], [1.38448, -1.34974, 3.11972], [2.33655, 0.65284, 4.39379], [2.80352, 2.13537, 4.23017], [-1.53652, 1.62682, -3.40943], [3.19014, -1.68257, 4.96030], [0.05844, -1.63758, 3.88660], [-2.22012, 0.24409, -2.85369], [2.40769, -1.49585, -3.23454], [-4.70752, 1.25340, -3.69714], [1.09717, -1.90278, 1.68033], [1.87622, -1.43359, -1.68532], [-3.36296, 0.55106, -0.82403], [2.55516, -2.21008, 3.68226], [0.00178, 1.80409, -2.82993], [1.34506, 0.71905, 5.58808], [3.55296, -0.20983, 4.81450], [2.50040, 0.98367, -3.69341], [1.14194, 1.84636, -4.00657], [-3.83974, 0.00298, -3.01378], [-2.21266, 2.54076, -3.05161], [0.15987, -2.47314, 4.58677], [1.46317, -0.48048, -4.87678], [1.80268, 1.22135, 6.44977], [3.35068, -2.27445, 2.92706], [-0.76558, -1.88071, 3.20432], [4.36107, -0.11403, 4.07800], [0.60731, 1.53986, -5.02258], [0.17139, 1.00041, -1.99669], [2.86744, 1.01437, -2.58274], [1.72073, -0.34428, -1.26001], [1.97323, 2.77835, 3.91385], [3.18510, 2.53460, 5.17889], [3.96581, 0.15148, 5.76625], [-8.32883, 0.53523, -3.03735], [3.61786, 2.24523, 3.50352], [0.03417, 2.85858, -2.28102], [1.44124, 2.98915, -4.14307], [-1.58005, 1.58214, -4.59579], [4.09635, -2.25902, 5.18081], [-4.95431, 2.10528, -2.89926], [-0.31946, -0.77995, 4.44895], [-6.32956, -1.36619, -3.07828], [2.22173, -3.24210, 3.85029], [2.74310, -1.90867, -1.01663], [0.44580, 1.28914, 5.32286], [3.36924, 1.49208, -4.33517], [1.99027, -1.90670, 1.04442], [1.03404, -0.26186, 5.95369], [0.91528, -2.07457, -1.46442], [-3.88285, -0.96253, -3.67477], [2.51467, -1.84074, 5.80924], [-4.07691, 1.77079, -4.55540], [0.32131, -1.31751, 1.17271], [0.74878, -2.94309, 1.72725]]
}

3.
{
  "formula": "C8H13N2",
  "method": "ωB97M-V/def2-TZVPD",
  "e_above_lowest_kj_mol": 284.05,
  "fmax_ev_per_a": 1.05,
  "homo_lumo_gap_ev": 7.29,
  "smiles": "C=C=NCC/[NH+]=C\\C=C/C",
  "total_charge": 1,
  "homo_energy_ha": -0.4408,
  "species": ["N", "N", "C", "C", "C", "C", "C", "C", "C", "C", "H", "H", "H", "H", "H", "H", "H", "H", "H", "H", "H", "H", "H"],
  "positions_angstrom": [[-1.87033, 0.14502, 0.07047], [-0.06705, -1.79498, -0.59502], [-1.06089, -2.08673, 0.40210], [-2.89898, 2.41467, -0.07528], [0.89278, -0.91240, -0.50334], [-2.30926, -1.20647, 0.14449], [2.95498, 1.34040, -0.42431], [2.33619, 0.64035, 0.71149], [-2.46152, 1.20283, 0.00238], [1.38582, -0.32708, 0.68057], [2.68760, 0.95151, 1.68712], [3.08219, 2.39277, -0.17365], [-0.28634, -2.14938, -1.51966], [1.41203, -0.68394, -1.42560], [-3.09087, 2.88081, -1.02369], [-1.33955, -3.13996, 0.34623], [-3.01844, -1.36364, 0.96314], [2.39947, 1.25638, -1.35341], [-2.79126, -1.50553, -0.79364], [-3.09733, 2.98848, 0.80972], [-0.66868, -1.87580, 1.39614], [3.96198, 0.94347, -0.57686], [0.98602, -0.66587, 1.62318]]
}

4.
{
  "formula": "C4H11N2",
  "method": "ωB97M-V/def2-TZVPD",
  "e_above_lowest_kj_mol": 128.58,
  "fmax_ev_per_a": 0.87,
  "homo_lumo_gap_ev": 10.46,
  "smiles": "CC/C([NH3+])=C/N",
  "total_charge": 1,
  "homo_energy_ha": -0.5122,
  "species": ["N", "N", "C", "C", "C", "C", "H", "H", "H", "H", "H", "H", "H", "H", "H", "H", "H"],
  "positions_angstrom": [[-1.02867, -1.56505, 1.78226], [0.92073, 0.15241, 1.04539], [-0.30703, 0.06081, 0.17661], [0.96886, 0.79170, -1.86566], [-1.15385, -0.88041, 0.54387], [-0.31691, 0.92957, -1.03172], [0.79740, 1.01485, -2.91524], [1.58439, -0.59333, 0.83029], [1.77062, 1.43110, -1.50635], [-1.17499, 0.59190, -1.61112], [-1.54837, -1.11270, 2.52933], [1.40890, 1.04893, 1.03091], [-1.38199, -2.50973, 1.71096], [-0.48526, 1.97708, -0.76803], [-1.98463, -1.11097, -0.11935], [1.31449, -0.24436, -1.84597], [0.61631, 0.01817, 2.01381]]
}

5.
{
  "formula": "C14H13F3N4O4",
  "method": "ωB97M-V/def2-TZVPD",
  "e_above_lowest_kj_mol": 39.60,
  "fmax_ev_per_a": 6.18,
  "homo_lumo_gap_ev": 8.32,
  "smiles": "CCOC(=O)c1cnc(N(C)N2C(=O)C=C(C)C2=O)nc1C(F)(F)F",
  "homo_energy_ha": -0.3341,
  "species": ["F", "F", "F", "O", "O", "O", "O", "N", "N", "N", "N", "C", "C", "C", "C", "C", "C", "C", "C", "C", "C", "C", "C", "C", "C", "H", "H", "H", "H", "H", "H", "H", "H", "H", "H", "H", "H", "H"],
  "positions_angstrom": [[-2.97507, -2.98560, -0.08525], [-1.55780, -4.21771, 1.06773], [-1.38170, -4.15110, -1.00272], [3.85593, 0.15088, -0.20905], [1.61130, 1.93648, -3.68383], [-3.54747, -0.79992, 1.89733], [-1.94107, -1.94942, 3.09781], [0.32479, 0.37577, 0.12215], [2.34966, 0.80950, -1.86945], [1.45838, -0.28247, -1.85520], [0.15158, -1.80649, -0.63097], [-0.53911, 0.08499, 1.10361], [2.32711, 1.84721, -2.73344], [1.39247, -1.07730, -3.05337], [3.43599, 0.97817, -0.99803], [5.00460, 2.96412, -0.20733], [-1.22474, -1.06406, 1.09338], [-4.35544, -0.56514, 3.07018], [3.95399, 2.35942, -1.27559], [-5.12694, 0.58525, 2.63141], [-1.68307, -3.30312, 0.06453], [-2.29406, -1.33033, 2.12824], [-0.86095, -2.01467, 0.23884], [0.58205, -0.56995, -0.75201], [3.24982, 2.78999, -2.32068], [3.54871, 3.72826, -2.79394], [0.41158, -0.83997, -3.43599], [5.26819, 3.95160, -0.57835], [2.20853, -0.74919, -3.66255], [-0.76991, 0.81446, 1.82809], [-4.94872, -1.44831, 3.16556], [-3.89551, -0.28642, 4.02020], [5.92476, 2.40735, -0.10553], [4.71692, 3.24876, 0.89219], [-5.69675, 0.91938, 3.46917], [1.32575, -2.13185, -2.95659], [-4.46162, 1.36147, 2.45118], [-5.84222, 0.26000, 1.86826]]
}

6.
{
  "formula": "C21H25Br2Cl13FN2O5P",
  "method": "ωB97M-V/def2-TZVPD",
  "fmax_ev_per_a": 6.91,
  "homo_lumo_gap_ev": 9.27,
  "smiles": "CCOP(=O)(CC[C@@](C#N)(CC(=O)Cl)[C@](C#N)(CC(=O)F)/C(Br)=C(\\C)Br)OCC.ClC(Cl)Cl.ClC(Cl)Cl.ClC(Cl)Cl.ClC(Cl)Cl",
  "homo_energy_ha": -0.3628,
  "species": ["Br", "Br", "Cl", "Cl", "Cl", "Cl", "Cl", "Cl", "Cl", "Cl", "Cl", "Cl", "Cl", "Cl", "Cl", "P", "F", "O", "O", "O", "O", "O", "N", "N", "C", "C", "C", "C", "C", "C", "C", "C", "C", "C", "C", "C", "C", "C", "C", "C", "C", "C", "C", "C", "C", "H", "H", "H", "H", "H", "H", "H", "H", "H", "H", "H", "H", "H", "H", "H", "H", "H", "H", "H", "H", "H", "H", "H", "H", "H"],
  "positions_angstrom": [[-0.69460, -3.01321, -1.14657], [-0.88139, -2.73891, -4.44746], [-4.09675, -2.13476, -8.80149], [-3.44114, -3.52567, -6.33169], [0.42204, 4.84446, 3.22490], [-1.70637, 6.58016, 4.22299], [-0.90169, 8.76044, 5.97319], [-1.91618, -5.92651, 1.50843], [-1.15393, -3.75578, 3.28854], [1.33780, 2.08347, 3.36452], [3.23606, 4.22161, 2.82346], [-2.76398, -5.96156, 4.29161], [5.80159, 0.85896, -1.38414], [-1.99700, -4.14791, -8.77975], [-2.50835, 6.57259, 7.01972], [-1.88196, 1.49536, -0.07157], [4.95510, -3.00180, 0.54354], [4.26178, 2.52944, -0.01352], [-1.24699, 2.46593, 1.17682], [-3.05657, 0.35623, 0.39913], [3.95039, -4.59972, -0.75116], [-2.60124, 2.46533, -1.06119], [1.64644, -2.96974, 1.32768], [2.61872, 1.58778, -2.98034], [3.57822, -2.27959, -1.66320], [2.42684, 0.84948, -2.03372], [-2.80280, -2.87637, -7.84981], [2.13298, -0.13925, -0.80067], [-1.24116, 7.02696, 5.87126], [-3.07158, -2.07509, 1.23685], [1.89853, -2.46163, 0.25306], [-2.61775, -0.51895, 1.47913], [0.88993, -2.18957, -2.08142], [-3.60211, 3.32322, 1.83454], [-0.43695, 0.73253, -1.08845], [-1.48078, -5.49057, 3.16781], [2.11687, -1.70163, -1.18034], [4.37429, 1.29985, -0.30811], [0.78247, 0.40709, -0.09532], [4.15760, -3.36044, -0.58875], [3.32717, 0.19665, 0.28522], [0.77425, -2.11408, -3.49618], [1.93657, -1.54483, -4.40449], [-2.18181, 2.70760, 2.26408], [1.57478, 3.65954, 2.59101], [2.91734, 0.67120, 1.24912], [-4.22979, 2.53096, 1.25939], [-0.90068, -0.16931, -1.61969], [0.39162, -0.24783, 0.75787], [1.47841, -0.76358, -5.13428], [-3.47796, 4.22225, 1.13620], [4.34339, -1.44836, -1.85775], [-2.09481, -2.69036, 1.36650], [-2.35161, 1.79297, 2.95663], [-3.51004, -2.24545, 0.19446], [-3.75687, -2.40702, 2.10016], [-1.51259, -0.42657, 1.76781], [-2.06851, -2.10796, -7.61179], [3.96555, -0.71568, 0.54658], [-0.57388, -6.02974, 3.43728], [-1.67685, 3.50069, 2.94754], [2.35056, -2.38811, -5.09098], [2.81466, -1.03577, -3.89448], [-4.23646, 3.56447, 2.77863], [1.39706, 3.54680, 1.52208], [1.08064, 1.41826, 0.39687], [-3.21680, -0.19080, 2.42211], [-0.21499, 1.51877, -1.89772], [-0.33310, 6.48390, 6.12996], [3.49837, -2.88082, -2.65068]]
}